No. 1
{
  "formula": "C34H62O14P4S",
  "method": "ωB97M-V/def2-TZVPD",
  "elements": ["C", "C", "C", "C", "C", "S", "C", "C", "C", "C", "O", "C", "C", "P", "C", "C", "C", "C", "C", "O", "H", "H", "H", "H", "H", "H", "H", "H", "H", "H", "H", "H", "H", "H", "H", "H", "H", "O", "P", "O", "C", "C", "O", "C", "C", "O", "C", "C", "H", "H", "H", "H", "H", "H", "H", "H", "H", "H", "H", "H", "H", "H", "H", "O", "P", "O", "C", "C", "O", "C", "C", "O", "C", "C", "H", "H", "H", "H", "H", "H", "H", "H", "H", "H", "H", "H", "H", "H", "H", "O", "P", "O", "C", "C", "O", "C", "C", "O", "C", "C", "H", "H", "H", "H", "H", "H", "H", "H", "H", "H", "H", "H", "H", "H", "H"],
  "xyz": [[6.64787, -2.97280, 1.12626], [5.74037, -1.97592, 0.66212], [4.90109, -1.13937, 1.72579], [5.35848, 0.25322, 2.30927], [4.49943, 1.07444, 3.32340], [5.00181, 2.73045, 3.99937], [3.10179, 0.52731, 3.81537], [2.67021, -0.83471, 3.23239], [3.53368, -1.67072, 2.20987], [2.85725, -3.05304, 1.71004], [3.53104, -4.08708, 1.49181], [1.25049, -2.97915, 1.56214], [0.45176, -2.19495, 2.46462], [-1.41263, -2.05912, 2.26293], [-2.26698, -3.74558, 2.20102], [-3.78318, -3.53211, 2.71488], [-2.20587, -0.87098, 3.50174], [-3.13560, 0.22792, 2.72590], [1.22943, -1.42921, 3.66078], [0.79126, -1.32844, 4.82996], [6.62819, -4.03318, 0.70246], [7.35990, -2.70231, 1.97692], [5.61636, -1.74101, -0.45464], [6.35706, 0.70155, 1.94995], [3.80833, 3.47001, 3.93758], [2.44189, 1.13456, 4.53773], [0.80737, -3.58674, 0.69951], [-2.35490, -4.03069, 1.08248], [-1.70811, -4.59711, 2.71430], [-4.44984, -4.41138, 2.38626], [-3.73822, -3.46943, 3.85598], [-4.21917, -2.56044, 2.30294], [-2.83137, -1.42375, 4.28777], [-1.40272, -0.24077, 4.04158], [-2.60084, 1.25327, 2.75196], [-3.26208, -0.02050, 1.61390], [-4.13718, 0.40123, 3.26813], [0.17345, -5.99163, -0.84166], [-0.16624, -7.41930, -0.39009], [1.39361, -7.96777, -0.46660], [2.25502, -7.65808, 0.62452], [1.88811, -8.44412, 1.87094], [-0.72598, -7.87552, -1.89237], [-1.24305, -6.90821, -2.80357], [-0.15883, -6.43759, -3.75907], [-0.61090, -8.97041, 0.18409], [-0.71182, -10.12695, -0.64994], [0.54605, -10.51255, -1.41008], [2.23503, -6.58262, 0.82368], [3.27112, -7.91935, 0.31721], [0.90885, -8.13733, 2.25086], [2.62425, -8.28406, 2.66235], [1.82917, -9.51335, 1.65440], [-1.70411, -6.07407, -2.27060], [-2.04008, -7.39048, -3.37536], [0.76550, -6.17221, -3.24094], [-0.49570, -5.57014, -4.33234], [0.10127, -7.23586, -4.45899], [-1.56528, -10.02451, -1.32272], [-0.96049, -10.95529, 0.02430], [0.81598, -9.77570, -2.16847], [0.39342, -11.46499, -1.93022], [1.39716, -10.61903, -0.73569], [-2.69922, 4.22796, 2.03286], [-3.14218, 5.35454, 2.97623], [-4.47403, 5.75091, 2.07514], [-5.63398, 4.94152, 2.22490], [-6.30233, 5.15996, 3.57103], [-2.03507, 6.44622, 2.37677], [-0.81696, 5.99828, 1.78520], [-0.96266, 5.87922, 0.27723], [-3.64583, 6.55602, 4.08799], [-3.49591, 7.95965, 3.86225], [-4.16014, 8.50847, 2.61068], [-5.37508, 3.88752, 2.08626], [-6.32704, 5.22057, 1.42666], [-5.66296, 4.80639, 4.38541], [-7.25126, 4.62087, 3.62636], [-6.48889, 6.22199, 3.74576], [-0.48430, 5.06057, 2.23534], [-0.04940, 6.74234, 2.01356], [-1.86870, 5.34304, -0.01391], [-0.10170, 5.36423, -0.15646], [-1.03712, 6.87143, -0.17518], [-2.43895, 8.22954, 3.90031], [-3.96046, 8.44816, 4.72722], [-3.69585, 8.13589, 1.69604], [-4.07632, 9.60091, 2.58927], [-5.21764, 8.24179, 2.57632], [-0.35336, 4.55687, -3.92499], [0.45980, 3.63344, -4.84485], [1.83719, 3.75365, -3.93272], [1.93444, 2.93050, -2.77617], [2.13186, 1.46942, -3.14021], [0.73260, 4.84311, -5.95875], [-0.18541, 5.92494, -6.10084], [0.24890, 7.11175, -5.25652], [1.35238, 2.59947, -5.87802], [2.34039, 3.06062, -6.80224], [3.49601, 3.84668, -6.20596], [1.04600, 3.05813, -2.15049], [2.79708, 3.28080, -2.20282], [1.24434, 1.06883, -3.63895], [2.31967, 0.86792, -2.24735], [2.97069, 1.34948, -3.82970], [-1.20347, 5.60941, -5.86380], [-0.18745, 6.21618, -7.15439], [0.50609, 6.82324, -4.23478], [-0.53895, 7.86812, -5.21478], [1.14663, 7.56934, -5.68028], [1.86031, 3.61459, -7.61103], [2.75574, 2.15699, -7.26433], [3.17862, 4.80801, -5.79848], [4.24425, 4.05845, -6.97813], [3.97775, 3.28974, -5.40075]],
  "max_force_ha_per_bohr": 0.1854,
  "charge": 0,
  "orbital_gap_ev": 5.82,
  "homo_ha": -0.286
}

=====

No. 2
{
  "formula": "C34H63BrF8NO7P",
  "method": "ωB97M-V/def2-TZVPD",
  "elements": ["C", "C", "C", "Br", "O", "C", "C", "O", "C", "C", "C", "C", "C", "C", "C", "C", "C", "C", "C", "C", "C", "C", "C", "C", "O", "C", "N", "C", "C", "C", "C", "F", "F", "C", "F", "F", "F", "C", "F", "F", "F", "H", "H", "H", "H", "H", "H", "H", "H", "H", "H", "H", "H", "H", "H", "H", "H", "H", "H", "H", "H", "H", "H", "H", "H", "H", "H", "H", "H", "H", "H", "H", "H", "H", "H", "H", "H", "H", "H", "H", "H", "H", "H", "H", "H", "H", "H", "H", "H", "O", "P", "O", "C", "C", "O", "C", "C", "O", "C", "C", "H", "H", "H", "H", "H", "H", "H", "H", "H", "H", "H", "H", "H", "H", "H"],
  "xyz": [[3.51992, -1.72172, 2.92801], [3.33183, -0.60398, 2.20819], [2.08272, -0.27323, 1.36472], [0.58483, -1.21675, 2.32115], [1.99644, 1.09703, 1.40136], [0.70357, 1.71982, 1.37360], [0.90199, 2.96016, 0.49010], [1.95891, 3.77432, 0.94450], [1.69412, 5.15989, 0.84661], [1.32956, 5.66356, -0.56722], [0.12797, 6.63848, -0.54781], [0.30401, 2.13988, 2.82520], [1.53462, 2.24018, 3.73999], [-0.58263, 3.38807, 2.91918], [-1.57196, 3.19485, 4.09417], [-2.17095, 4.52165, 4.55757], [2.12935, -0.93830, -0.04611], [0.95090, -0.51943, -0.96013], [1.01981, -1.13606, -2.37342], [0.89512, -0.07871, -3.49533], [0.35942, -0.75821, -4.77336], [1.48563, -1.32530, -5.65020], [0.87976, -2.16235, -6.77906], [1.89029, -2.46653, -7.87313], [2.12362, -1.31164, -8.65836], [3.39141, -1.34101, -9.26546], [3.41468, -0.88651, -0.75344], [4.31567, -2.00951, -0.54161], [3.98265, -3.18405, -1.47695], [4.71706, -4.45238, -0.98511], [3.71473, -5.44305, -0.44241], [2.87828, -4.88096, 0.46142], [2.99305, -5.94208, -1.48125], [4.38672, -6.65131, 0.26123], [5.34036, -6.24505, 1.12068], [3.46215, -7.31189, 0.99795], [4.88482, -7.52528, -0.62622], [4.04061, 0.34117, -0.94811], [4.82715, 0.25692, -2.06562], [4.90570, 0.71963, 0.03257], [3.20168, 1.35445, -1.15104], [3.34742, -2.69618, 2.47568], [3.87242, -1.69099, 3.95194], [4.10112, 0.16143, 2.23446], [-0.07745, 1.15194, 0.87111], [1.20248, 2.56019, -0.48838], [-0.03315, 3.48957, 0.30795], [0.94308, 5.47150, 1.57870], [2.62064, 5.65447, 1.13817], [1.19415, 4.86925, -1.29656], [2.16768, 6.26121, -0.92576], [-0.20798, 6.82914, 0.47314], [-0.73759, 6.24756, -1.08139], [0.39527, 7.61486, -0.94580], [-0.28440, 1.32042, 3.24433], [1.88150, 1.22191, 3.91870], [1.22962, 2.60433, 4.72204], [2.33193, 2.83162, 3.30214], [-1.21970, 3.53070, 2.04544], [-0.02718, 4.29284, 3.16623], [-2.34276, 2.46216, 3.85437], [-0.97769, 2.80004, 4.92273], [-2.98039, 4.36883, 5.27003], [-2.49955, 5.13937, 3.72137], [-1.40621, 5.08802, 5.09501], [1.93521, -1.99458, 0.14482], [0.90120, 0.55967, -1.06622], [0.06358, -0.91355, -0.46767], [0.20950, -1.86315, -2.45260], [1.94095, -1.68174, -2.56575], [1.91647, 0.23061, -3.72771], [0.28264, 0.76431, -3.18290], [-0.28181, -1.60542, -4.51831], [-0.22341, -0.04598, -5.35962], [1.99824, -0.47718, -6.10622], [2.15313, -1.96804, -5.07364], [0.05691, -1.61245, -7.24239], [0.48242, -3.11656, -6.42723], [2.83694, -2.82801, -7.45612], [1.45922, -3.25348, -8.50611], [3.42815, -0.61441, -10.07667], [3.58960, -2.31914, -9.71445], [4.18328, -1.05775, -8.56421], [4.29280, -2.40494, 0.47330], [5.34577, -1.71020, -0.73082], [2.90265, -3.32053, -1.40539], [4.18842, -2.94284, -2.51744], [5.42185, -4.16847, -0.20421], [5.28665, -4.88206, -1.80501], [-4.75811, 0.71091, 3.58831], [-5.61195, -0.27656, 2.86543], [-5.61378, 0.35784, 1.35431], [-4.40179, 0.32728, 0.60167], [-4.19242, -1.03313, -0.03925], [-7.11258, 0.14731, 3.36510], [-7.31786, 0.78131, 4.62963], [-7.52481, 2.27011, 4.45209], [-6.16417, -1.71610, 2.29750], [-6.17356, -2.86710, 3.18131], [-7.41422, -2.89834, 4.05457], [-3.55374, 0.59479, 1.24091], [-4.48652, 1.08994, -0.17269], [-4.01618, -1.79726, 0.72023], [-3.33250, -1.01800, -0.71173], [-5.07656, -1.33192, -0.60148], [-6.49036, 0.57824, 5.31005], [-8.21372, 0.33437, 5.06763], [-6.68141, 2.72400, 3.93212], [-7.64801, 2.76174, 5.41838], [-8.41379, 2.45759, 3.84826], [-5.26706, -2.88168, 3.79026], [-6.15062, -3.74558, 2.53786], [-7.35603, -2.15446, 4.84958], [-7.52282, -3.87691, 4.52371], [-8.30459, -2.68146, 3.46631]],
  "max_force_ha_per_bohr": 0.1417,
  "charge": 0,
  "orbital_gap_ev": 8.62,
  "homo_ha": -0.322
}